[1]
The molecule C7H9N3O3 at a distorted geometry, computed with wB97M-V/def2-TZVPD.

Results
ΔE to the lowest compared entry with this formula, charge and spin ... 11.936 eV
F_max ... 7.151 eV/A
Lowest unoccupied orbital energy (spin up / spin down) ... -0.033 / -0.033 eV

ORCA input file:
```
! wB97M-V def2-TZVPD RIJCOSX def2/J DEFGRID3
* xyz 0 1
C 3.485 0.487 0.172
C 0.229 1.113 -0.294
C 1.531 1.202 -0.312
C 1.864 -0.979 -0.717
C -0.262 -0.235 -0.251
C -2.629 0.264 0.117
C -1.742 -2.036 0.031
N 3.032 -0.733 0.030
N -0.551 2.248 -0.111
N -1.531 -0.635 -0.144
O 3.762 -1.703 0.273
O 2.756 1.574 -0.003
O 0.622 -1.226 -0.279
H 4.520 0.568 0.474
H -2.252 1.219 0.507
H -3.301 0.442 -0.784
H -3.241 -0.249 0.957
H -2.510 -2.286 -0.758
H -0.774 -2.472 -0.125
H -2.226 -2.174 1.041
H -0.543 2.539 0.861
H -0.236 3.074 -0.683
*
```

Atomic charges from the natural (NBO) analysis, expressed in e, are listed below: number 1, C, carries 0.22; number 2, C, carries -0.14; number 3, C, carries 0.29; number 4, C, carries 0.21; number 5, C, carries 0.64; number 6, C, carries -0.42; number 7, C, carries -0.41; number 8, N, carries 0.01; number 9, N, carries -0.86; number 10, N, carries -0.38; number 11, O, carries -0.55; number 12, O, carries -0.41; number 13, O, carries -0.47; number 14, H, carries 0.20; number 15, H, carries 0.25; number 16, H, carries 0.21; number 17, H, carries 0.20; number 18, H, carries 0.21; number 19, H, carries 0.26; number 20, H, carries 0.20; number 21, H, carries 0.37; number 22, H, carries 0.39

[2]
The ion C4H12N3 with charge +1 at a distorted geometry, computed with wB97M-V/def2-TZVPD.

Results
ΔE to the lowest compared entry with this formula, charge and spin ... 2.836 eV
F_max ... 5.838 eV/A
Lowest unoccupied orbital energy ... -3.622 eV
SMILES ... CCCNC(N)=[NH2+]

ORCA input file:
```
! wB97M-V def2-TZVPD RIJCOSX def2/J DEFGRID3
* xyz 1 1
C 1.876 -0.067 -1.743
C 1.636 0.962 -0.620
C 0.788 0.354 0.575
N -0.502 0.006 -0.122
C -1.561 -0.281 0.632
N -1.349 -0.678 1.875
N -2.882 -0.321 0.342
H 2.992 -0.263 -1.778
H 1.604 -0.955 -1.218
H 1.471 0.094 -2.685
H 1.233 1.902 -0.999
H 2.584 1.177 -0.231
H 0.670 1.233 1.160
H 1.066 -0.407 1.179
H -0.249 -0.538 -0.995
H -0.413 -0.512 2.048
H -2.189 -1.329 2.201
H -3.605 0.146 0.935
H -3.170 -0.521 -0.556
*
```

Atomic charges from the natural (NBO) analysis, expressed in e, are listed below: number 1, C, carries -0.64; number 2, C, carries -0.39; number 3, C, carries -0.24; number 4, N, carries -0.62; number 5, C, carries 0.70; number 6, N, carries -0.75; number 7, N, carries -0.81; number 8, H, carries 0.25; number 9, H, carries 0.19; number 10, H, carries 0.23; number 11, H, carries 0.23; number 12, H, carries 0.23; number 13, H, carries 0.23; number 14, H, carries 0.19; number 15, H, carries 0.45; number 16, H, carries 0.41; number 17, H, carries 0.48; number 18, H, carries 0.45; number 19, H, carries 0.41

Energy per entry: -661.7414, -323.5740 hartree